Record 1
ORCA calculation (wB97M-V/def2-TZVPD) on 2 unconnected molecules or ions with the total composition C2H2N2O3 at a distorted geometry.

Geometry as XYZ:
```
9
Properties=species:S:1:pos:R:3:nbo_charge:R:1
O -3.1352 0.8041 -0.4148 -0.604
O 2.4217 -0.1158 -1.2538 -0.865
O 2.5121 -0.7884 0.8450 -0.820
N -1.8205 -1.0761 -0.1168 -0.288
N -2.7519 -0.3246 -0.1851 0.129
C 0.4443 0.2596 0.2023 -0.524
C 1.8506 -0.2886 -0.0933 0.687
H 0.3578 0.3813 1.2716 0.139
H 0.1209 1.1485 -0.2550 0.146
```

Results
- E: -412.453530 a.u.
- E_LUMO (alpha / beta): 7.3 / 7.2 eV
- Max |F|: 5.16 eV/Å
- Charge: -2

***

Record 2
ORCA calculation (wB97M-V/def2-TZVPD) on a single C2H2N2O3 molecule at a distorted geometry.

Geometry as XYZ:
```
9
Properties=species:S:1:pos:R:3:nbo_charge:R:1
O -2.5013 0.2017 -0.6703 -0.332
O 0.7472 -0.3137 0.4193 -0.687
O -1.7250 -0.7118 1.0585 -0.357
N -1.6218 -0.0064 0.1059 0.522
N 0.0869 2.8717 0.4623 -0.240
C -0.0050 1.7970 0.1053 0.227
C -0.2690 0.3952 -0.2783 0.093
H -0.2408 0.1991 -1.4460 0.258
H 0.3643 -0.8688 1.1654 0.515
```

Results
- E: -412.501148 a.u.
- E_LUMO: -0.8 eV
- SMILES: N#C[C@@H](O)[N+](=O)[O-]
- Max |F|: 3.39 eV/Å

***

Record 3
ORCA calculation (wB97M-V/def2-TZVPD) on a single C2H2N2O3S molecule at a distorted geometry.

Geometry as XYZ:
```
10
Properties=species:S:1:pos:R:3:nbo_charge:R:1
S 0.0767 1.7592 -1.3001 0.215
O -0.5084 -0.1721 3.0278 -0.527
O 0.0152 0.9628 1.1315 -0.336
O -0.5512 -1.1721 0.9260 -0.486
N 0.3955 0.4874 -0.1467 -0.324
N -0.2964 -1.6414 -1.2725 -0.655
C -0.1271 -0.8593 -0.3456 0.649
C -0.3971 -0.0994 1.8374 0.962
H 1.3263 2.0368 -1.6427 0.122
H 0.0665 -1.3020 -2.2151 0.379
```

Results
- E: -810.762640 a.u.
- E_LUMO: 0.1 eV
- SMILES: [H]/N=c1/oc(=O)on1S
- Max |F|: 3.69 eV/Å